A single C5H7N molecule, computed with ωB97M-V/def2-TZVPD.

Element x y z (Å)
C -2.409 -0.675 1.771
C -1.399 -0.672 1.115
C -0.449 -0.507 0.034
C 0.984 -0.881 -0.157
N 0.602 0.479 0.139
C 0.593 1.491 -0.897
H -3.339 -0.656 2.292
H -0.996 -0.516 -0.911
H 1.225 -1.143 -1.191
H 1.583 -1.390 0.593
H -0.178 2.222 -0.631
H 0.358 1.087 -1.897
H 1.557 2.006 -0.935

Values from the calculation:
LUMO, eV: 1.08
Highest occupied orbital energy, eV: -9.47
SMILES: C#C[C@@H]1CN1C
Energy relative to the best compared isomer or geometry (same formula, charge and spin), kJ/mol: 329.3
Electronic energy, eV: -6785.09917
HOMO-LUMO gap, eV: 10.552

These are the natural (NBO) partial charges, in e, on atoms 1 to 2:
1. C -0.2197
2. C -0.0168

=====

A single C21H27N3S molecule, computed with ωB97M-V/def2-TZVPD.

Element x y z (Å)
C -2.346 -4.129 -0.192
C -1.004 -3.465 -0.208
C 0.166 -4.200 -0.053
C 1.400 -3.580 -0.071
C 1.497 -2.201 -0.245
N 2.770 -1.618 -0.264
C 3.178 -0.420 0.236
S 4.734 0.065 -0.060
N 2.319 0.273 1.006
C 2.518 1.643 1.391
C 1.633 2.617 0.601
C 1.846 2.514 -0.916
C 0.458 2.773 -1.485
N -0.422 2.116 -0.533
C -1.841 2.361 -0.765
C -2.368 3.737 -0.320
C -2.703 1.264 -0.175
C -2.849 1.091 1.196
C -3.667 0.096 1.702
C -4.370 -0.734 0.846
C -4.244 -0.564 -0.522
C -3.413 0.423 -1.024
C 0.121 2.377 0.794
C 0.330 -1.462 -0.443
C -0.897 -2.096 -0.413
H -3.087 -3.479 0.269
H -2.672 -4.337 -1.211
H -2.310 -5.070 0.351
H 0.112 -5.269 0.089
H 2.301 -4.162 0.054
H 3.526 -2.196 -0.603
H 1.393 -0.110 1.133
H 3.570 1.878 1.211
H 2.310 1.744 2.461
H 1.886 3.624 0.941
H 2.174 1.511 -1.185
H 2.587 3.223 -1.279
H 0.321 2.336 -2.477
H 0.275 3.858 -1.554
H -1.952 2.307 -1.856
H -1.731 4.533 -0.700
H -3.370 3.878 -0.718
H -2.422 3.816 0.763
H -2.331 1.741 1.884
H -3.763 -0.026 2.771
H -5.017 -1.503 1.243
H -4.791 -1.202 -1.201
H -3.317 0.543 -2.094
H -0.074 1.513 1.437
H -0.331 3.259 1.267
H 0.364 -0.403 -0.655
H -1.790 -1.509 -0.562

Values from the calculation:
LUMO, eV: 0.70
Highest occupied orbital energy, eV: -7.90
SMILES: Cc1ccc(NC(=S)NC[C@H]2CCN([C@H](C)c3ccccc3)C2)cc1
Energy relative to the best compared isomer or geometry (same formula, charge and spin), kJ/mol: 17.4
Electronic energy, eV: -37521.72055
HOMO-LUMO gap, eV: 8.594

These are the natural (NBO) partial charges, in e, on atoms 1 to 2:
1. C -0.6293
2. C -0.0213

=====

A molecular structure, AgH18O13P in a non-equilibrium geometry, computed with ωB97M-V/def2-TZVPD.

Element x y z (Å)
Ag 0.398 0.023 0.184
P -1.251 -0.657 2.784
O -2.467 0.189 2.722
O -1.270 0.418 1.600
O -2.350 -1.647 2.577
O -0.878 -1.182 1.410
O 0.960 -2.728 1.490
H 0.720 -3.318 0.728
H 0.176 -2.100 1.458
O -1.044 -2.268 -0.703
H -1.043 -1.868 0.248
H -1.774 -2.888 -0.720
O -1.999 0.853 -0.532
H -1.490 1.724 -0.658
H -1.704 0.635 0.424
O 2.896 1.196 0.191
H 2.467 1.869 0.743
H 3.584 0.834 0.766
O 1.967 -1.349 -1.583
H 2.239 -1.823 -0.856
H 1.610 -2.080 -2.059
O -1.365 -0.539 -2.958
H -1.470 0.380 -2.708
H -1.102 -0.973 -2.123
O -0.487 2.931 -0.532
H 0.357 2.731 -0.860
H -0.731 3.655 -1.051
O 0.679 1.802 1.884
H -0.120 1.241 1.757
H 0.941 1.563 2.751
O 0.846 1.170 -1.906
H 1.788 1.296 -1.610
H 0.909 0.918 -2.863

Values from the calculation:
LUMO, eV: 4.60
Highest occupied orbital energy, eV: 1.69
Energy relative to the best compared isomer or geometry (same formula, charge and spin), kJ/mol: 233.5
Electronic energy, eV: -40184.04416
Charge: -2
HOMO-LUMO gap, eV: 2.912

These are the natural (NBO) partial charges, in e, on atoms 1 to 2:
1. Ag 0.7927
2. P 1.5071

=====

A molecular structure, C3H5CsLiO3 in a non-equilibrium geometry, computed with ωB97M-V/def2-TZVPD.

Element x y z (Å)
H -1.422 1.933 1.323
O 1.428 -0.019 0.406
C 0.691 -1.050 -0.070
C -0.593 -0.713 -0.799
O -1.663 -0.494 0.145
C -2.023 0.670 0.596
O -1.219 1.649 0.284
Li 2.947 -0.353 1.688
Cs 1.328 3.233 -0.648
H 0.540 -1.822 0.715
H 1.384 -1.585 -0.776
H -0.912 -1.585 -1.379
H -0.488 0.136 -1.485

Values from the calculation:
<S²>: 0.76
LUMO (alpha / beta), eV: -7.86 / -11.00
Highest occupied orbital energy (alpha / beta), eV: -15.68 / -15.46
Electronic energy, eV: -10068.08733
Multiplicity: 2
Charge: +2
HOMO-LUMO gap (alpha / beta), eV: 7.821 / 4.461

These are the natural (NBO) partial charges, in e, on atoms 1 to 2:
1. H 0.5489
2. O -0.4852

=====

A single C6H13NO molecule in a non-equilibrium geometry, computed with ωB97M-V/def2-TZVPD.

Element x y z (Å)
C -1.014 -1.302 1.806
C -1.077 -0.840 0.546
C -1.310 -1.757 -0.629
N -1.080 0.539 0.288
O -2.326 1.076 -0.095
C -0.031 1.157 -0.475
C 1.458 0.551 0.071
C 2.608 1.184 -0.692
H -1.046 -2.364 2.020
H -0.842 -0.627 2.638
H -0.584 -1.573 -1.426
H -1.217 -2.810 -0.346
H -2.314 -1.602 -1.040
H -2.921 0.797 0.626
H 0.098 2.215 -0.239
H -0.185 1.029 -1.551
H 1.510 0.831 1.130
H 1.551 -0.538 0.029
H 3.571 0.882 -0.264
H 2.592 0.874 -1.742
H 2.560 2.277 -0.654

Values from the calculation:
LUMO, eV: 0.98
Highest occupied orbital energy, eV: -8.05
SMILES: C=C(C)N(O)CCC
Energy relative to the best compared isomer or geometry (same formula, charge and spin), kJ/mol: 347.7
Electronic energy, eV: -9967.57087
HOMO-LUMO gap, eV: 9.031

These are the natural (NBO) partial charges, in e, on atoms 1 to 2:
1. C -0.3843
2. C 0.1611

=====

A molecular structure, C8H9Cl2N4O in a non-equilibrium geometry, computed with ωB97M-V/def2-TZVPD.

Element x y z (Å)
C -1.630 1.021 0.181
C -2.421 -1.294 -0.124
C -3.948 0.594 -0.170
C -1.361 -0.354 0.072
C -2.936 1.508 0.008
C -3.717 -0.764 -0.096
C 1.743 0.660 -0.410
C 0.002 -0.869 0.196
N 1.389 0.206 -1.587
N 1.020 0.103 0.573
N 2.606 1.596 -0.174
N 0.076 -2.078 0.853
O 0.526 -0.883 -1.583
Cl -3.169 3.250 0.146
Cl -5.104 -1.783 -0.340
H -0.853 1.642 0.327
H -2.369 -2.284 -0.333
H -4.845 1.073 -0.332
H 1.753 0.112 -2.500
H 1.042 0.489 1.467
H 3.209 1.784 -0.966
H 2.744 1.973 0.710
H -0.500 -2.839 0.578
H 1.013 -2.250 1.136

Values from the calculation:
LUMO, eV: -3.38
Highest occupied orbital energy, eV: -12.41
Energy relative to the best compared isomer or geometry (same formula, charge and spin), kJ/mol: 35.8
Electronic energy, eV: -41486.05379
Charge: +1
HOMO-LUMO gap, eV: 9.030

These are the natural (NBO) partial charges, in e, on atoms 1 to 2:
1. C -0.2167
2. C -0.2028

=====

A molecular structure, C7H7AgO8 in a non-equilibrium geometry, computed with ωB97M-V/def2-TZVPD.

Element x y z (Å)
O 1.120 -1.924 4.640
O 0.481 -2.569 2.680
O 2.445 -1.367 2.888
C -0.172 -2.401 4.759
C -0.583 -2.752 3.543
C 1.444 -1.952 3.353
H -0.642 -2.358 5.734
H -1.548 -2.992 3.115
O -4.915 3.059 -0.615
C -4.058 2.171 -0.761
O -4.158 1.056 -1.299
O -2.828 2.496 -0.190
O 0.429 1.118 0.430
C 1.619 1.320 0.902
O 1.794 2.562 1.258
C -0.602 2.134 0.439
C -1.820 1.516 -0.216
H 2.694 2.690 1.582
H -0.250 3.009 -0.120
H -0.809 2.425 1.476
H -2.128 0.612 0.331
H -1.583 1.221 -1.250
Ag 3.653 -0.886 0.670

Values from the calculation:
LUMO, eV: -3.22
Highest occupied orbital energy, eV: -6.20
Energy relative to the best compared isomer or geometry (same formula, charge and spin), kJ/mol: 0.0
Electronic energy, eV: -27746.06483
HOMO-LUMO gap, eV: 2.974

These are the natural (NBO) partial charges, in e, on atoms 1 to 2:
1. O -0.4252
2. O -0.4277

=====

A gas-phase ion, CH2F2O3PS (charge -1) in a non-equilibrium geometry, computed with ωB97M-V/def2-TZVPD.

Element x y z (Å)
O 0.567 -1.188 -1.399
S 0.985 -0.717 -0.093
O 2.438 -0.659 0.195
O 0.152 -1.301 1.025
P -1.737 -0.273 0.809
C 0.309 0.959 0.091
F 0.318 1.707 -1.064
F 0.988 1.860 0.931
H -2.313 0.813 -0.091
H -1.707 -1.203 -0.404

Values from the calculation:
LUMO, eV: 3.70
Highest occupied orbital energy, eV: -4.65
SMILES: O=[S@]([O-])(OP)=C(F)F
Energy relative to the best compared isomer or geometry (same formula, charge and spin), kJ/mol: 187.4
Electronic energy, eV: -32769.74284
Charge: -1
HOMO-LUMO gap, eV: 8.350

These are the natural (NBO) partial charges, in e, on atoms 1 to 2:
1. O -0.9736
2. S 2.2895

=====

Which of these has the highest electronic energy?
C5H7N

=====

What is the formula in the first record?
C5H7N

=====

The lowest electronic energy belongs to which entry?
C8H9Cl2N4O